Record 1
Formula: C31H47BrCoN2P2
Source: the OMol25 dataset
Level of theory: ωB97M-V/def2-TZVPD

```
84
Properties=species:S:1:pos:R:3:mulliken_spin:R:1
H -4.01 -0.53 5.38 0.000
C 4.12 -0.59 -1.23 0.035
H -2.99 1.31 4.02 0.002
C -0.46 -0.75 4.57 0.001
H 2.83 3.40 -2.23 0.000
H 2.76 -2.44 0.13 -0.002
C -0.75 1.98 -2.41 -0.100
C -4.39 -0.34 4.37 -0.043
C 4.16 0.10 -4.36 -0.003
H -0.74 -0.13 2.01 0.000
C -5.38 0.14 1.84 0.087
C 2.07 0.03 5.48 0.000
H -0.42 -0.82 -4.17 0.011
C -3.59 1.84 1.42 0.224
C -1.96 1.43 -2.96 -0.057
H 5.10 0.65 -4.21 0.001
C -1.81 3.00 -0.58 0.036
H -5.79 0.26 0.85 0.004
C 3.01 0.70 -3.57 -0.022
C -5.86 -0.88 2.66 -0.039
H 3.05 0.32 5.84 0.000
H -4.84 1.48 -0.34 -0.009
H 5.57 0.66 -2.29 -0.001
H -6.67 -1.52 2.30 0.000
H -1.94 -1.76 -4.00 -0.003
C 5.39 0.24 -1.29 0.016
C -0.36 -2.46 -2.71 0.003
C -3.88 1.84 0.08 0.082
H 6.24 -0.41 -1.06 0.002
Br 0.58 2.30 -4.36 -0.074
N -5.37 -1.09 3.87 0.112
C 1.96 -2.93 -0.44 0.002
N 0.22 -0.18 2.32 0.000
H 1.28 -0.31 7.48 0.000
C 1.81 0.03 4.12 0.000
C -2.40 -2.02 0.64 -0.008
H 4.29 -0.96 -4.15 0.000
C 0.52 -0.30 3.66 -0.001
H 1.57 2.07 -0.53 0.009
H -0.08 -3.19 0.10 0.005
C -4.29 0.93 2.31 0.034
C 2.64 1.84 -0.74 0.018
H 4.39 2.89 -1.50 0.001
C -0.69 2.93 -1.41 -0.048
H -2.06 1.10 -4.02 0.001
C 3.33 3.07 -1.32 0.005
H 2.21 -2.85 -1.50 0.002
H 2.56 0.31 3.40 0.000
H -1.44 -1.08 4.20 0.001
H 0.64 -1.77 0.85 -0.004
C -0.19 -0.75 5.94 0.000
H -4.01 1.04 -2.44 -0.003
P -0.25 -1.25 -1.32 0.066
C -2.92 2.16 -0.91 0.048
C -0.86 -1.84 -4.00 0.016
C -3.08 1.51 -2.16 0.137
H 2.10 0.35 -4.09 0.026
Co -0.07 0.45 -2.93 2.187
C 0.60 -2.35 -0.08 0.028
H 0.19 3.58 -1.25 0.005
H -2.89 2.55 1.84 -0.004
H 4.20 -1.50 -1.83 0.003
H 2.00 -3.99 -0.17 0.001
H 5.38 1.04 -0.55 -0.001
H 3.92 -0.90 -0.19 0.003
H 3.92 0.21 -5.42 0.000
H -3.49 -2.20 0.64 -0.001
C -3.82 0.71 3.64 0.071
H -1.00 -3.29 -2.36 0.001
H 3.08 1.56 0.23 0.001
C 1.08 -0.34 6.41 0.001
H -2.35 -0.28 -0.63 0.004
H -0.96 -1.06 6.65 0.000
H -2.60 -1.80 -1.49 -0.006
H -0.56 -2.49 -4.82 0.001
H 0.65 -2.87 -2.84 -0.002
H 3.28 3.88 -0.59 0.000
P 2.61 0.31 -1.80 0.128
H -2.19 -1.39 1.52 0.006
C -2.03 -1.33 -0.67 0.017
H -1.88 3.62 0.31 0.000
H -1.91 -2.99 0.79 -0.001
H 0.87 0.33 1.73 0.000
H 3.01 1.80 -3.68 -0.012
```

Computed properties:
Molecular weight ... 648.5 g/mol
Expectation value of S² ... 3.9787
Spin multiplicity ... 4
Kohn-Sham gap (alpha / beta) ... 4.98 / 2.98 eV
Calculated total energy ... -162117.079 eV
E_LUMO (alpha / beta) ... -7.30 / -9.28 eV
Charge ... +2

***

Record 2
Formula: C31H47ClN6O5ReS2Si4
Source: the OMol25 dataset
Level of theory: ωB97M-V/def2-TZVPD

```
97
Properties=species:S:1:pos:R:3:mulliken_spin:R:1
C -1.74 -3.05 -0.83 0.002
H -1.11 4.04 -4.22 0.001
O -4.16 -0.37 -1.15 0.000
H -4.79 -0.58 -4.54 0.000
H -6.17 3.76 0.99 0.000
H 4.92 -2.42 3.61 0.000
N 0.80 1.71 -2.75 -0.041
C -1.83 -2.17 -4.17 0.002
Si 3.00 2.05 1.51 0.005
Si 1.70 0.56 2.84 -0.001
C 4.19 1.16 0.30 0.001
N -1.65 0.15 -3.63 0.018
H -5.09 2.35 0.84 0.001
H 3.60 3.68 3.35 0.000
H 2.99 2.18 5.84 0.000
H 0.17 -3.15 -2.88 0.000
Si 0.79 1.72 4.71 0.000
H -0.69 -0.14 5.56 0.000
C 1.40 2.90 -4.78 -0.014
C -4.00 -4.59 -1.34 0.000
H 4.75 3.78 2.04 0.000
H -0.04 -1.09 -3.62 0.006
H 2.20 -3.81 4.12 0.000
Re -0.71 1.41 -1.37 0.797
H -0.54 1.21 1.75 -0.012
H -0.53 -0.52 2.04 0.002
H -1.59 0.94 4.52 0.000
C -3.75 -0.75 -4.32 0.001
H 3.76 0.66 -3.94 0.000
C -2.98 -2.44 -1.02 0.004
C -1.11 -1.05 -3.79 0.011
H 2.15 0.88 6.67 0.000
H -5.05 -2.72 -1.41 0.000
H 3.27 2.39 -5.67 0.002
O -1.71 -4.36 -5.08 0.000
H 3.39 -3.44 1.29 0.000
C -3.18 -2.01 -4.45 0.002
H -3.35 1.29 -3.74 -0.003
C 4.38 -1.48 3.63 0.000
C -0.73 3.28 -3.56 -0.032
H 1.34 4.08 4.01 0.000
H 4.34 -1.14 4.66 0.000
H 1.85 -2.78 0.76 0.000
H 1.59 4.09 1.13 -0.001
C 0.42 3.54 4.21 0.000
H 1.67 2.55 6.92 0.000
C -0.84 0.91 5.30 0.000
C -4.11 -3.22 -1.27 0.000
H 4.97 -0.76 3.07 0.000
Cl 0.60 0.06 0.08 0.003
C -1.62 -4.42 -0.91 0.001
H 0.28 -4.69 -3.64 0.000
H 4.84 2.46 3.18 0.000
H -3.76 -2.87 -4.76 0.000
S -4.71 4.00 -0.87 0.007
N -0.10 -3.76 -3.63 0.000
H -1.24 1.41 6.17 0.000
C 2.57 2.21 -4.87 0.039
H -0.89 -2.43 -0.62 -0.002
C -3.08 -0.92 -1.02 -0.013
C 0.50 2.64 -3.73 0.087
C 1.66 -2.87 4.02 0.000
N -2.64 -6.62 -1.23 0.000
N -1.43 2.89 -2.49 0.038
H 4.47 0.17 0.66 0.000
H -4.47 3.89 1.53 0.000
S -2.33 2.48 0.20 -0.040
O -1.52 -7.09 -1.22 0.000
H 1.53 -2.46 5.02 0.000
H 2.58 3.76 -0.29 0.003
C 2.85 1.24 -3.89 -0.006
C 2.81 -2.52 1.19 0.000
H 5.11 1.72 0.18 0.000
H 1.11 2.84 0.00 -0.008
H 3.75 1.03 -0.68 0.000
N -2.59 3.51 -2.26 0.013
C 1.98 3.30 0.49 0.013
H -0.67 -4.92 -0.77 0.000
H 3.33 -1.89 0.48 0.001
O -3.66 -7.27 -1.29 0.000
C -1.23 -3.53 -4.34 0.000
C 4.15 3.09 2.63 0.001
H 0.67 -3.10 3.64 0.000
C -2.75 -5.19 -1.16 0.000
H 2.17 0.28 -2.12 0.003
H 1.13 3.65 -5.50 -0.001
C 2.02 1.84 6.18 0.000
Si 2.62 -1.65 2.90 0.000
H -0.10 4.07 5.00 0.000
O -1.94 -0.39 -0.88 0.029
C 0.09 0.32 1.76 0.012
C -2.95 0.29 -3.89 0.002
C 1.96 1.03 -2.88 0.038
C -5.15 3.44 0.80 -0.002
C -3.14 3.31 -1.09 0.031
H -0.19 3.60 3.32 0.000
H -4.86 -5.21 -1.52 0.000
```

Computed properties:
Molecular weight ... 981.9 g/mol
Expectation value of S² ... 0.8302
Spin multiplicity ... 2
Kohn-Sham gap (alpha / beta) ... 5.85 / 5.69 eV
Calculated total energy ... -119920.849 eV
E_LUMO (alpha / beta) ... -1.09 / -1.26 eV
Charge ... 0

***

Record 3
Formula: C31H47FN4O3OsPS
Source: the OMol25 dataset
Level of theory: ωB97M-V/def2-TZVPD

```
89
Properties=species:S:1:pos:R:3:mulliken_spin:R:1
H 4.45 -0.26 3.77 0.001
Os 0.11 -0.81 -0.56 1.302
H -5.32 2.58 4.36 0.029
H -1.10 -3.57 3.76 0.000
H 2.53 3.72 -3.08 0.000
H 1.58 4.04 -1.29 0.000
H -1.95 -0.55 -3.96 -0.003
H 3.41 2.47 3.82 0.000
C -1.53 2.25 -1.78 -0.031
H -1.14 1.74 4.61 0.085
C 3.94 0.44 3.06 0.000
C -0.32 -2.79 -2.57 0.021
H 2.62 -4.44 1.95 0.001
C -0.14 -3.45 -3.89 0.018
H 3.01 2.14 -3.75 0.000
H -0.98 -3.20 -4.56 0.000
C -1.45 0.10 -4.63 0.002
C -3.25 1.19 2.03 0.028
H 1.91 -0.12 -3.95 0.000
C -3.26 2.21 4.63 -0.004
C 1.04 -0.12 -4.63 0.001
H 1.56 -2.30 4.17 0.002
C -1.45 3.58 -2.49 0.000
H -0.05 1.67 -4.63 0.000
O -2.66 -1.34 -0.64 0.142
S 2.03 0.34 0.60 0.242
H -2.21 0.82 -4.89 0.000
N -1.55 -1.64 -1.14 0.069
H -3.77 -2.50 -2.06 0.001
H -1.32 2.40 -0.73 0.002
O -1.00 0.41 0.81 0.277
N 0.68 -2.20 -1.87 -0.042
H -1.15 -0.52 -5.51 0.000
H 5.09 1.92 4.13 0.000
C -4.49 1.65 2.67 0.298
H -3.13 0.97 -0.96 0.001
H -3.03 -3.13 -3.57 0.002
H -3.10 2.67 5.60 0.001
C -2.94 1.59 -1.85 -0.006
C 2.16 2.68 -3.36 0.002
H 2.18 1.21 -1.76 -0.003
H 0.96 2.83 -0.15 -0.003
C 1.47 -2.88 0.98 -0.058
C 2.17 -1.71 4.90 0.004
H 1.75 -1.94 5.87 0.000
H -0.42 3.93 -2.58 0.000
C 1.67 3.04 -0.92 0.008
O 1.97 -2.56 -2.23 0.032
C 0.81 -3.96 2.97 0.009
N 0.32 0.57 2.63 0.073
C -2.93 -3.10 -2.45 0.002
H 4.70 2.37 2.50 -0.001
H 2.20 -2.58 0.23 0.004
H 2.75 0.35 5.25 0.000
P -0.10 1.13 -2.24 0.127
H 1.37 0.35 -5.60 0.000
H -3.36 0.77 1.05 0.049
C -0.45 -3.37 2.92 -0.002
C -4.44 2.15 3.96 0.361
H 1.13 0.20 4.84 -0.003
H 0.83 -3.16 -4.32 0.001
C 0.26 -2.20 0.92 0.084
H 1.46 2.74 -4.20 0.000
H 2.71 2.94 -0.56 -0.002
C -2.05 1.78 4.03 0.488
F 1.02 -4.99 3.88 0.001
C -0.71 -2.43 1.92 0.002
C 1.60 0.34 2.32 -0.025
H 2.50 -2.31 -1.40 -0.002
H 3.24 -2.05 4.85 0.000
H -1.75 3.59 -3.54 -0.001
C 1.71 -3.81 1.94 0.005
H -1.65 -1.83 1.97 -0.011
H 4.25 0.20 2.03 0.004
C -1.62 -2.59 -2.07 -0.019
H -3.65 2.38 -2.00 -0.002
C -0.14 0.74 -4.10 0.004
C 1.56 1.99 -2.13 0.017
H -1.91 4.41 -1.86 0.000
H -5.36 1.74 2.03 0.002
H -3.19 -4.13 -2.10 0.002
C -0.80 0.74 2.03 0.275
H -0.30 -4.57 -3.78 0.000
C -2.02 1.26 2.68 0.070
H -3.08 0.89 -2.67 0.001
C 2.09 -0.19 4.63 0.003
C 4.25 1.94 3.38 0.007
H 0.65 -1.08 -4.93 0.001
N 2.49 0.18 3.29 0.056
```

Computed properties:
Molecular weight ... 796.0 g/mol
Expectation value of S² ... 6.0719
Spin multiplicity ... 5
Kohn-Sham gap (alpha / beta) ... 4.95 / 4.91 eV
Calculated total energy ... -70307.072 eV
E_LUMO (alpha / beta) ... -2.90 / -5.81 eV
Charge ... +1

***

Record 4
Formula: C31H47N3O4
Source: the OMol25 dataset
Level of theory: ωB97M-V/def2-TZVPD

```
85
Properties=species:S:1:pos:R:3:mulliken_charge:R:1
C 29.97 -6.50 -28.26 -0.068
C 31.90 0.95 -30.66 -1.041
O 28.51 -0.22 -25.50 -0.671
O 30.24 -5.06 -32.66 -0.293
C 29.57 -5.98 -30.67 1.134
H 31.17 0.45 -24.45 0.209
H 28.07 -7.26 -28.80 0.505
C 29.63 -4.17 -28.96 0.992
C 28.66 -6.45 -31.79 -1.536
H 32.73 0.59 -32.64 0.418
N 30.18 -5.39 -26.08 -0.406
H 30.62 1.37 -28.96 0.599
H 29.75 -6.65 -29.84 0.316
C 31.85 -1.48 -24.27 -0.054
C 32.14 -2.77 -26.28 -0.013
H 31.76 -5.60 -27.41 0.354
H 30.71 -0.58 -33.45 0.219
H 30.00 -3.12 -25.82 0.835
C 29.52 -0.77 -26.32 0.619
H 29.74 -4.17 -26.80 -1.220
H 28.74 -0.87 -31.85 0.944
C 29.58 -1.48 -28.73 -0.901
C 30.71 -5.82 -27.24 -0.921
H 29.04 -5.12 -30.25 0.219
H 28.36 -5.25 -24.99 0.491
H 30.80 2.00 -25.11 0.531
C 31.89 0.48 -31.97 -0.393
C 29.66 -0.37 -31.60 -0.920
H 31.02 -0.77 -24.19 -0.319
H 31.45 -6.38 -31.60 0.457
C 29.07 0.72 -24.55 -0.640
C 29.65 -3.40 -30.06 1.110
C 29.69 -3.57 -27.70 -0.128
H 28.78 -5.81 -33.91 0.693
H 32.25 -3.52 -23.71 0.308
C 31.47 -1.84 -34.27 -0.595
H 28.51 1.66 -24.56 0.332
H 29.61 -5.25 -29.07 -0.788
C 28.83 -5.56 -25.92 0.174
C 28.02 -6.24 -26.85 -0.934
C 30.46 0.96 -25.10 -1.302
H 32.69 -1.19 -23.64 0.502
H 26.96 -6.32 -26.66 0.407
H 31.00 -4.49 -25.58 -0.171
H 29.09 -1.09 -27.28 -0.012
H 29.48 -1.39 -30.88 0.042
H 30.97 -2.98 -36.12 0.462
H 28.22 -4.60 -32.75 0.288
H 29.65 -2.22 -35.39 0.371
H 30.79 -4.83 -34.54 0.502
C 30.72 0.83 -29.88 0.029
H 28.97 -7.42 -32.17 0.351
H 29.05 0.24 -23.57 0.338
C 31.00 -3.41 -25.49 0.098
H 29.19 -4.23 -34.47 -0.030
H 31.25 -4.84 -30.74 0.393
C 28.90 -5.44 -32.90 -0.452
H 30.47 -6.88 -29.13 0.541
C 31.43 -2.94 -24.13 -1.179
H 30.64 -3.02 -23.37 0.411
C 29.60 -1.99 -29.99 -0.901
H 31.80 -2.62 -27.31 0.138
C 30.77 -0.18 -32.44 0.082
C 30.76 -5.55 -31.41 -0.748
H 31.40 -0.77 -34.48 0.458
H 32.72 1.49 -30.20 0.457
H 31.46 -0.08 -26.69 0.944
N 29.63 -2.21 -27.58 -0.117
C 30.49 0.35 -26.46 -0.336
C 30.58 -2.73 -35.13 -1.071
H 30.03 -1.65 -25.94 0.096
O 30.84 -2.05 -33.02 -0.131
H 32.54 -2.05 -34.33 0.310
H 29.73 -3.80 -31.06 -1.345
H 30.18 1.07 -27.23 0.151
N 29.65 0.15 -30.33 -0.593
H 27.62 -6.55 -31.47 0.434
C 30.45 -3.40 -32.87 0.699
H 33.07 -3.33 -26.30 0.315
C 30.22 -3.94 -34.28 -0.475
H 29.64 -3.47 -32.14 0.127
H 29.54 -0.41 -28.59 1.014
C 28.60 -6.68 -28.06 0.104
O 32.32 -1.48 -25.62 -0.516
H 31.31 -3.95 -32.48 -0.301
```

Computed properties:
Molecular weight ... 525.7 g/mol
Kohn-Sham gap ... 6.24 eV
Calculated total energy ... -45535.614 eV
E_LUMO ... -0.30 eV
Charge ... 0

***

Record 5
Formula: C31H48BBrN3P2RuS
Source: the OMol25 dataset
Level of theory: ωB97M-V/def2-TZVPD

```
88
Properties=species:S:1:pos:R:3:mulliken_spin:R:1
H 1.93 -3.09 5.27 0.000
C 1.65 -1.62 3.74 0.026
H 3.51 -2.68 3.47 0.000
H 1.17 1.93 -3.94 -0.001
C -2.99 -3.93 1.02 0.002
C -1.69 1.45 -4.87 -0.001
C -1.95 -0.66 -2.47 0.006
C 1.60 3.00 -0.77 -0.011
H -2.64 -0.61 2.28 -0.004
C -2.69 -2.46 -0.91 -0.010
H -4.67 -5.23 0.88 0.000
H -3.59 0.32 -0.04 -0.002
C -3.49 2.98 -0.94 -0.002
C 2.76 -2.18 2.85 -0.002
N -1.20 -2.19 0.78 0.012
C -0.53 -2.41 2.03 -0.016
H -4.04 2.78 -3.54 -0.001
B -0.86 -1.24 -0.24 -0.064
C 0.53 2.62 0.05 -0.006
N -1.84 -1.45 -1.27 -0.003
Ru 0.51 0.44 0.18 0.989
S 2.77 -0.45 -0.57 0.072
H 0.46 1.42 4.49 0.001
C -4.10 -4.46 0.39 0.001
H -1.70 0.71 1.53 0.036
H -2.60 2.02 -4.99 0.000
C 1.07 5.31 -0.53 0.005
H -3.04 2.80 0.04 -0.003
H -0.72 -0.53 5.53 0.001
H 0.30 -2.42 5.27 0.000
H -2.90 3.73 -1.45 0.001
C -0.27 3.65 0.55 -0.052
H -1.81 -1.55 4.58 0.001
H -2.81 1.04 2.89 0.001
H -5.41 2.04 -2.74 0.000
H 2.39 -2.91 2.13 0.000
H -5.38 -4.43 -1.33 0.000
H 0.49 0.33 -4.23 -0.001
H 3.26 -1.38 2.31 0.003
H -4.12 -2.69 -2.51 0.000
C -4.23 0.61 -0.87 0.002
H 2.26 2.26 -1.21 -0.002
H 0.75 0.90 -2.57 -0.013
H -1.14 -0.93 -3.16 -0.006
H -0.38 3.64 -2.56 0.001
P -1.73 1.14 -1.97 0.033
C 0.44 1.21 -3.58 0.018
Br 1.42 7.15 -0.96 0.000
H -4.48 -0.28 -1.44 -0.001
N 3.06 1.12 1.74 0.035
C -3.55 1.68 -1.74 -0.012
H -4.50 3.38 -0.78 0.000
H -0.62 5.77 0.69 0.000
H 0.07 1.90 2.84 -0.009
C -0.34 1.48 3.76 0.033
H -1.87 3.79 -3.48 0.000
H -2.91 -0.82 -2.96 0.002
H 0.78 -3.60 4.04 0.001
H -5.16 1.00 -0.46 0.000
H -1.04 1.70 -5.71 0.000
H -0.32 3.73 -4.32 -0.001
C -2.29 -2.93 0.37 -0.007
C -0.97 1.82 -3.57 -0.005
H 1.55 -0.18 5.38 0.000
H 2.57 0.32 4.00 -0.001
C -0.95 0.11 3.47 0.009
H 0.21 -3.22 1.91 0.000
C -0.88 3.34 -3.47 0.000
C -3.80 -3.01 -1.53 0.004
C -1.47 -0.53 4.75 0.000
C -4.50 -4.00 -0.86 0.001
H -2.68 -4.30 1.98 0.000
C 2.84 0.53 0.77 -0.016
H 2.72 4.58 -1.69 0.000
P 0.39 -0.86 2.53 -0.020
C -4.37 1.89 -3.01 0.001
H -1.24 -2.71 2.81 0.000
C 1.88 4.33 -1.06 -0.006
C 0.00 4.98 0.28 -0.005
C -2.10 0.32 2.48 -0.015
C 1.11 -2.75 4.63 -0.001
H -1.92 0.39 -4.94 0.000
H -1.10 2.16 4.15 0.000
H -2.33 0.04 5.10 0.001
H -4.31 1.03 -3.68 0.000
H -1.13 3.42 1.18 -0.010
C 2.25 -0.52 4.62 0.008
H 3.13 -0.92 5.13 0.000
```

Computed properties:
Molecular weight ... 748.5 g/mol
Expectation value of S² ... 0.8215
Spin multiplicity ... 2
Kohn-Sham gap (alpha / beta) ... 6.50 / 6.97 eV
Calculated total energy ... -140110.519 eV
E_LUMO (alpha / beta) ... -1.03 / -0.66 eV
Charge ... 0